The following is a quantum chemistry calculation of the ion C5H8N with charge +1 in a non-equilibrium geometry, from the Open Molecules 2025 dataset.

```
14
Properties=species:S:1:pos:R:3:forces:R:3
C 2.021603 0.471468 0.043178 0.8162 0.4700 -0.0995
C 0.627467 0.187883 -0.070531 -3.1797 -4.1382 0.0765
N -0.418207 0.938017 0.248136 1.7981 1.9545 0.6279
C -1.737505 0.705086 -0.369834 -0.7972 -0.7827 -0.2622
C -1.271449 -0.351754 0.496649 -0.4158 -0.9405 -0.5120
C -0.258589 -1.324066 -0.120797 1.6773 3.4951 -0.0447
H 2.221470 1.523862 -0.170140 0.0103 0.0150 -0.0003
H 2.607133 -0.197372 -0.587105 -0.0531 0.0504 -0.0529
H 2.358879 0.292334 1.072657 -0.1870 -0.0466 0.0696
H -1.723547 0.578772 -1.446970 0.0851 -0.0545 0.0714
H -2.481962 1.395869 0.003542 0.1515 0.0410 0.0319
H -1.638241 -0.482609 1.504779 0.0815 0.1867 0.0725
H -0.491117 -1.664023 -1.120184 -0.0349 -0.1566 -0.1079
H 0.184071 -2.073466 0.516620 0.0478 -0.0935 0.1297
```
Forces are in eV/Å.

Properties
HOMO energy, Ha: -0.551
Charge: +1
Spin multiplicity: 1
SMILES: CC1=[N+]2C[C@H]2C1
Gap between HOMO and LUMO, eV: 9.531

The following is a quantum chemistry calculation of an isolated molecule of C7H12 in a non-equilibrium geometry, from the Open Molecules 2025 dataset.

```
19
Properties=species:S:1:pos:R:3:forces:R:3
C -1.546134 1.594307 -1.370224 0.6470 0.9908 -0.6904
C -0.511222 1.420826 -0.555197 -0.5172 -0.6339 0.7190
C -0.182054 0.177755 0.198775 0.1895 0.5349 -0.5188
C -1.017587 -0.853646 0.265309 -0.2234 -0.4690 0.4232
C -0.727704 -2.161613 0.935987 -0.3583 0.4329 1.2963
C 1.223595 0.192111 0.741461 -0.1820 -0.4479 1.6611
C 2.347096 -0.062453 -0.268036 -1.0346 0.9074 0.0227
H -1.516770 2.434182 -2.060276 -0.3330 0.3162 0.4839
H -2.385144 0.949708 -1.519905 -0.0217 -0.7731 -0.0395
H 0.157669 2.245268 -0.328952 0.2233 0.0036 -0.6238
H -2.036156 -0.729407 -0.087347 0.0603 0.0162 -0.2574
H 0.266367 -2.136627 1.374467 0.2624 -0.5361 -0.5360
H -0.968135 -3.059236 0.371247 0.3919 0.0797 -0.3560
H -1.342509 -2.263272 1.845537 -0.2456 0.1440 -0.2417
H 1.307933 1.083927 1.370128 0.3808 0.5972 -0.6612
H 1.318799 -0.515187 1.570675 -0.1039 -0.5147 -0.3766
H 1.926714 -0.767292 -0.979693 0.5053 -0.3736 -0.1096
H 3.241869 -0.402098 0.233084 0.2114 -0.2482 -0.1099
H 2.565487 0.852587 -0.819084 0.1477 -0.0262 -0.0853
```
Forces are in eV/Å.

Properties
HOMO energy, Ha: -0.309
Charge: 0
Spin multiplicity: 1
SMILES: C=C/C(=C/C)CC
Gap between HOMO and LUMO, eV: 9.490

The following is a quantum chemistry calculation of a structure of composition C24H44P2Sm in a non-equilibrium geometry, from the Open Molecules 2025 dataset.

```
71
Properties=species:S:1:pos:R:3:forces:R:3
Sm 0.078642 -0.242987 -3.451997 -1.1594 -2.0791 5.3430
C -0.943137 -1.894613 0.566699 0.4630 0.9643 0.2269
C 0.323168 -2.119745 -0.030930 -0.3157 1.2067 -0.1908
C 0.588794 -0.565396 1.635731 -0.1851 -0.9479 -0.7696
C -0.780579 -0.930537 1.591472 0.8964 -0.6672 -0.9320
C 1.278738 -1.320854 0.652544 -1.0341 0.7959 0.1603
C -2.192287 -2.608991 0.223996 -0.4530 -0.3632 0.0818
H -2.254045 -2.823954 -0.849221 -0.1356 -0.0431 0.0432
H -3.075094 -2.024560 0.507841 0.0472 -0.1473 -0.1239
H -2.256263 -3.573286 0.752072 -0.1339 0.1006 -0.1637
C -1.833160 -0.404219 2.477114 -0.5292 0.3122 0.4029
H -2.714714 -1.053133 2.470911 0.0702 0.1113 0.1178
H -2.169565 0.602488 2.187006 -0.0152 -0.0586 0.0903
H -1.472734 -0.330675 3.510659 -0.1820 -0.0070 -0.0687
C 1.176301 0.430743 2.555402 0.1372 0.3757 0.3315
H 0.678834 0.395848 3.533451 0.2140 0.0860 -0.0987
H 1.068699 1.460572 2.180655 0.0174 -0.0030 0.1312
H 2.244869 0.251139 2.705360 -0.0631 0.0746 0.1423
C 2.731628 -1.344586 0.407473 0.6221 -0.2364 0.1401
H 3.166912 -2.327671 0.647374 0.1071 0.2205 -0.0853
H 3.252688 -0.598782 1.019098 0.0308 -0.0845 -0.0998
H 2.975152 -1.149215 -0.646729 0.2241 -0.0249 -0.1732
C 0.613030 -3.078363 -1.116493 0.1066 -0.6974 -0.1978
H 0.852729 -4.078076 -0.715876 0.0193 0.0299 -0.3776
H 1.476687 -2.770466 -1.725963 0.1027 -0.0763 -0.0305
H -0.248452 -3.208130 -1.789850 0.0500 -0.1216 0.0243
C -1.815121 0.977297 -4.584569 -2.1634 1.4293 -1.1847
C -1.584408 -0.506680 -4.750523 -1.2188 -1.3450 0.6732
C -0.740024 -0.920453 -5.934442 -0.8046 -0.4217 -0.8971
C 0.772328 -0.522749 -6.085861 1.0164 0.1734 -0.9780
C 1.662959 -0.250950 -4.885185 1.8253 -0.7237 0.0409
C 1.830200 1.214544 -4.440236 2.8234 1.3682 -1.5059
C 0.580886 2.112978 -4.230317 0.5368 1.5015 0.2887
C -0.665373 1.900770 -5.105172 -0.6960 0.6183 -0.2466
H -1.223105 -0.528767 -6.840330 0.1723 -0.2017 -0.1181
H 0.878292 0.290978 -6.822572 -0.2206 -0.2145 0.1173
H -0.783130 -2.026906 -6.021069 -0.1076 0.6329 0.1470
H -0.393299 1.650024 -6.138243 -0.0237 -0.0232 0.4041
H -2.608809 1.136604 -5.333862 0.4859 0.3152 -0.1249
H -2.518413 -1.071010 -4.640841 0.3067 0.1043 -0.1372
H -1.146842 2.885308 -5.183059 0.2611 -0.1657 0.1055
H 0.289160 2.224442 -3.159835 -0.0887 -0.1992 -0.2480
H 2.380060 1.680001 -5.282182 -0.5685 0.0842 -0.1080
H 0.939478 3.128136 -4.453721 -0.1387 -0.2145 0.1630
H 1.220214 -1.396330 -6.582225 -0.0774 0.3227 0.1696
H 2.603139 -0.798811 -4.920863 -0.0175 0.3171 -0.1342
P -4.494238 1.734210 -3.018183 1.7962 -1.0789 -0.0149
C -5.173538 1.065909 -4.589369 -0.4491 0.2622 0.0550
C -4.597686 0.227270 -1.955118 -0.4432 0.1420 0.2537
P 3.227724 1.707250 -3.136501 -2.8517 -1.7087 0.5950
C -2.533050 1.567087 -3.289984 0.3479 0.3395 -0.1513
C 4.425951 0.379891 -3.016326 1.0560 -0.0658 -0.2828
C 3.827876 3.364639 -3.461602 0.4315 0.5381 -0.2774
H -6.139253 1.580793 -4.712009 0.2730 -0.2914 -0.2526
H -5.353222 -0.013694 -4.532216 0.1550 0.2242 -0.1877
H -4.532348 1.326758 -5.440421 -0.3030 -0.0923 0.0902
H -4.557776 -0.694942 -2.546543 0.0467 0.1431 0.1787
H -5.546145 0.269615 -1.403312 0.2380 -0.2309 -0.0623
H -3.774599 0.241430 -1.227884 -0.3232 -0.0426 -0.0813
H 3.371724 3.781087 -4.372673 0.1478 -0.2045 0.2456
H 4.922269 3.367883 -3.594339 -0.4005 -0.0498 0.0338
H 3.576790 4.025655 -2.615153 0.0933 -0.3628 -0.3281
H -2.321075 2.653992 -3.273247 0.4791 -0.5293 0.0752
H -2.127092 1.125985 -2.354439 -0.3337 0.2862 -0.1584
H 4.699425 0.230226 -1.959486 -0.1240 0.1469 -0.3591
H 5.343589 0.624428 -3.577931 -0.3571 -0.1655 0.1292
H 4.024120 -0.569802 -3.397180 -0.0279 0.3958 0.1157
C 2.401452 1.708108 -1.497552 0.1148 0.2833 0.3990
H 2.965308 1.055492 -0.808980 -0.3115 0.2204 -0.2366
H 2.419653 2.730520 -1.089512 -0.1029 -0.3456 -0.0709
H 1.346810 1.362033 -1.468333 0.6441 0.1084 -0.0583
```
Forces are in eV/Å.

Properties
HOMO energy (spin up / spin down), Ha: -0.276 / -0.277
Charge: +1
Spin multiplicity: 6
⟨S²⟩: 8.82
Gap between HOMO and LUMO (spin up / spin down), eV: 4.105 / 4.474

The following is a quantum chemistry calculation of a cluster of 7 separate species, C27H51N2O27S6 in total in a non-equilibrium geometry, from the Open Molecules 2025 dataset.

```
113
Properties=species:S:1:pos:R:3:forces:R:3
C 2.923890 -0.599319 -0.459469 -6.4263 -1.9923 -2.3882
C 1.727131 -0.886464 -0.953983 5.7903 0.9786 1.4041
C 0.416524 -1.408437 -1.773829 1.3254 -0.5664 0.8371
C -0.693324 -1.975178 -0.718324 0.5591 0.2583 -0.2523
O -1.818816 -1.080162 -0.490584 0.2732 -1.2554 -1.7282
C -2.696753 -0.971584 -1.648966 -0.5966 1.2448 -0.4953
C -3.871637 0.095463 -1.223248 0.1792 -0.6449 -0.3244
C -3.296836 1.580494 -0.966964 0.1130 0.2092 -0.7030
N -3.325717 1.998416 0.474507 0.7734 -0.5391 -0.3672
C -3.289861 -2.377904 -2.188315 -2.3879 1.8646 0.0575
C -4.634000 -2.876558 -1.424033 0.2530 0.4819 0.1524
C -4.491984 -2.990036 0.181145 -0.9929 -0.6525 0.3016
N -2.214145 -3.447797 -2.280673 0.1146 -1.0285 -0.7510
C -1.574273 -3.371036 -3.638474 0.6690 0.4309 -3.4009
C -2.356861 -4.333488 -4.713961 0.8250 -4.9399 1.4367
O -2.282252 -5.606159 -4.522463 -0.5863 6.1976 -0.7553
C -1.262448 -3.457856 -1.122971 1.0139 0.0854 3.8181
O -0.204055 -4.457600 -1.239215 -1.9779 1.3959 0.0364
C 0.410512 -4.737595 0.054534 1.6935 0.2941 1.0445
C 2.002457 -4.368989 -0.109254 0.0082 -0.3814 -0.0155
H 3.943503 -0.468736 0.068845 -2.4666 -0.1219 -1.2212
H 0.751803 -2.337868 -2.395700 -0.2729 1.8042 1.0918
H 0.002264 -0.625590 -2.505343 0.6940 -0.9991 1.3603
H -0.131220 -2.049269 0.301575 -1.2892 -0.0779 -1.8411
H -2.172822 -0.472966 -2.568861 -0.5245 -0.8447 1.6816
H -4.665320 0.084720 -2.069499 1.3646 0.1343 1.3507
H -4.385076 -0.276487 -0.262120 0.7719 0.5054 -1.4763
H -2.207251 1.671132 -1.365550 -1.8343 -0.2858 0.6090
H -3.920781 2.348890 -1.565818 0.9480 -1.4169 0.8277
H -3.737212 1.277175 1.088024 0.4917 0.5629 -0.6335
H -2.356916 2.194501 0.790408 -1.0963 -0.3992 -0.1524
H -3.621056 -2.176873 -3.290224 0.6661 -0.4121 1.9696
H -4.991989 -3.846496 -1.944299 0.5678 1.3476 1.0373
H -5.476959 -2.093897 -1.622229 1.7923 -1.3232 0.0811
H -5.559229 -2.848287 0.631865 1.9702 -0.2707 -0.8018
H -3.836551 -2.171164 0.673249 -0.9738 -1.6597 -1.2463
H -4.176812 -4.066754 0.508784 -0.2940 1.9810 -0.5666
H -2.728089 -4.365691 -2.248258 0.7019 0.6771 -0.0616
H -1.608653 -2.305878 -4.115607 -0.0156 -1.6760 1.4903
H -0.474511 -3.697029 -3.681789 -1.7905 0.1762 0.5673
H -2.914642 -3.931771 -5.635164 0.8837 -0.2379 1.3381
H -1.889389 -3.792002 -0.194272 0.6758 0.8279 -1.7829
H 0.277585 -5.839825 0.353880 0.0633 1.5788 -0.8651
H -0.051265 -4.112182 0.925255 0.6755 -0.9421 -1.7190
H 2.223692 -4.047853 -1.201068 -0.5550 -0.5311 1.8772
H 2.329463 -3.510259 0.584729 -0.5945 -1.3873 -1.0622
H 2.654320 -5.304226 0.094663 -1.1308 1.6044 -0.2157
C 2.929228 1.674894 4.831021 0.3791 0.6207 0.0203
C 2.701447 2.058438 3.375861 -0.7244 0.1450 0.2005
O 3.459124 1.115597 2.621713 0.4685 -0.8352 0.6104
S 3.482096 -0.302707 3.412503 0.0061 0.3735 0.1133
O 2.462940 -1.147495 2.855380 0.9332 0.3117 0.5126
O 4.846888 -0.717787 3.553504 -1.2017 0.0842 -0.4001
O 2.955102 0.248020 4.847184 -0.0704 -0.4108 -0.9006
H 3.898339 2.036796 5.186699 -0.0797 0.0196 -0.0121
H 2.140253 2.049258 5.485439 0.0351 -0.2842 -0.0598
H 3.025918 3.076573 3.157987 0.1687 -0.2526 -0.1348
H 1.650012 1.944757 3.095049 0.0519 0.0951 0.0378
C 0.430683 4.318355 -4.745998 0.3635 0.4585 0.4710
C 0.810550 3.384532 -3.606987 0.6844 0.0888 -0.6029
O -0.426911 2.980501 -3.029187 -1.1498 0.1456 -0.4322
S -1.559709 2.920138 -4.185807 0.4470 0.6074 0.0093
O -1.679154 1.555192 -4.622977 -0.3047 0.8154 0.3015
O -2.681744 3.702999 -3.758149 0.6840 -1.0418 -0.3406
O -0.747525 3.748411 -5.323102 -0.5454 -0.9454 0.5626
H 0.178931 5.314980 -4.372155 0.0597 -0.0646 -0.0219
H 1.221247 4.401179 -5.493403 -0.2597 -0.1372 -0.0318
H 1.440611 3.868486 -2.862399 -0.4663 -0.1381 -0.2841
H 1.315531 2.489324 -3.982857 0.0780 0.1007 0.0223
C 2.103985 5.922908 0.643360 0.2290 0.2300 0.7775
C 3.617738 5.867517 0.498615 -0.3073 0.9890 -0.3779
O 3.926323 4.479991 0.350870 -0.9003 -0.8338 -0.1259
S 2.702088 3.745649 -0.422469 0.3762 0.3862 0.3255
O 3.045617 3.648860 -1.817858 -0.1960 -0.3700 1.6744
O 2.282345 2.617199 0.356641 0.4184 0.7402 -0.8724
O 1.602708 4.929167 -0.251647 0.6861 -0.6576 -0.5227
H 1.793518 5.655565 1.657982 -0.0448 0.0482 -0.0505
H 1.700802 6.904178 0.388094 -0.0375 -0.2467 -0.1661
H 4.133798 6.287192 1.363199 0.0062 -0.3335 -0.0188
H 3.947565 6.384376 -0.407904 -0.2484 -0.1020 0.5253
C -0.313517 -4.757075 4.254228 0.3031 -0.2509 -0.5285
C -1.635115 -5.097160 3.578902 -0.0879 0.6686 -0.0427
O -2.220870 -6.109083 4.395499 0.5451 -0.1097 0.6403
S -1.786513 -5.857845 5.941884 -0.0200 -0.1904 0.2005
O -2.849603 -5.150648 6.597899 0.9495 -0.5993 -0.3417
O -1.223636 -7.070232 6.456943 -0.7416 1.0512 -0.3571
O -0.581207 -4.806390 5.655020 -0.8740 -0.2314 0.0182
H 0.450425 -5.506363 4.026379 -0.0355 0.0545 -0.0329
H 0.052716 -3.768486 3.970742 -0.0734 -0.0330 0.2599
H -1.499933 -5.456699 2.557672 -0.0675 -0.2393 0.2064
H -2.309120 -4.234780 3.574634 0.0930 0.0142 -0.0538
C 7.042829 4.613904 -4.095268 0.1969 -0.0254 -0.6997
C 7.297053 6.104483 -4.266993 0.6758 -0.1562 0.3351
O 6.019412 6.719535 -4.102699 -0.7960 -0.6620 0.3609
S 5.144144 5.848552 -3.047550 0.3612 -0.2918 -0.6130
O 5.258568 6.463205 -1.753511 -0.0951 -0.4917 -1.2815
O 3.883311 5.536980 -3.653864 0.8997 0.7049 0.6343
O 6.067864 4.513631 -3.056585 -0.4182 0.9821 0.3352
H 6.618003 4.178454 -5.004363 0.0692 0.0351 0.0386
H 7.948369 4.069867 -3.821922 -0.2317 0.0434 0.1919
H 7.717830 6.345142 -5.243932 -0.3017 0.0830 0.0681
H 7.958532 6.484965 -3.482790 0.0201 -0.0642 -0.0901
C -3.353727 -1.346790 5.559968 0.3822 0.3612 0.6893
C -4.086219 -0.020964 5.420120 -0.5576 -0.3790 0.4713
O -3.782365 0.433101 4.100713 0.5951 -0.7304 -0.7789
S -3.603323 -0.852854 3.125092 -0.1265 0.2275 0.9329
O -4.843068 -1.065159 2.429350 1.2112 0.2000 0.3269
O -2.340716 -0.741563 2.453581 -1.1434 -0.1153 0.1716
O -3.474500 -1.981444 4.285623 -0.4173 0.5572 -0.8983
H -2.290280 -1.191202 5.763453 -0.0789 -0.0098 0.0250
H -3.783707 -1.975485 6.341410 0.0055 -0.1013 -0.3051
H -3.767031 0.711028 6.162807 0.0824 0.0328 -0.3067
H -5.169439 -0.159215 5.488468 0.0857 0.0041 0.0706
```
Forces are in eV/Å.

Properties
HOMO energy, Ha: -0.401
Charge: +1
Spin multiplicity: 1
Gap between HOMO and LUMO, eV: 7.696

| no. | M (g mol⁻¹) |
| --- | --- |
| 1 | 82.13 |
| 2 | 96.17 |
| 3 | 544.92 |
| 4 | 1028.09 |